This record from the OMol25 dataset describes a structure of composition C43H48Br6NO3P2STl. The level of theory is wB97M-V/def2-TZVPD.

```
105
Properties=species:S:1:pos:R:3:forces:R:3
Tl -0.191 -0.883 0.891 -0.7 0.3 -0.3
C -2.927 -5.647 1.061 0.1 0.0 0.0
C -1.706 -4.759 0.806 -0.1 -0.1 0.0
C -0.726 -5.503 -0.103 0.0 0.0 0.0
P -2.064 -3.000 0.248 0.0 0.0 -0.1
C -3.911 -2.803 0.388 0.0 0.1 0.1
C -4.329 -2.531 1.837 0.0 0.0 0.0
C -4.377 -1.641 -0.495 0.0 0.0 0.0
C -1.868 -3.019 -1.553 -0.1 0.0 0.0
C -2.568 -3.960 -2.312 0.0 0.0 0.0
C -2.528 -4.001 -3.692 0.1 0.1 0.0
C -1.764 -3.027 -4.338 0.0 0.0 0.0
C -1.073 -2.078 -3.623 0.0 0.0 0.0
C -1.082 -2.027 -2.197 0.0 0.1 0.0
N -0.460 -1.000 -1.533 0.2 -0.2 0.2
C 0.574 -0.313 -2.176 0.0 0.1 0.0
C 1.610 -0.951 -2.868 0.1 0.0 0.0
C 2.629 -0.220 -3.453 0.0 0.0 0.0
C 2.655 1.168 -3.337 -0.1 -0.1 0.1
C 1.655 1.807 -2.616 0.0 0.0 0.0
C 0.602 1.091 -2.048 0.0 0.0 0.1
P -0.659 1.681 -0.878 0.0 0.0 0.0
C -2.264 1.461 -1.795 0.0 0.0 -0.1
C -2.178 1.546 -3.320 -0.1 0.0 0.0
C -3.358 2.366 -1.225 0.0 0.0 0.0
C -0.489 3.518 -0.703 0.2 0.1 -0.1
C 0.759 3.846 0.127 0.0 -0.1 0.1
C -0.591 4.410 -1.946 0.0 0.1 0.1
H -2.594 -6.586 1.517 0.0 0.0 0.0
H -3.657 -5.196 1.729 0.0 0.0 0.0
H -3.437 -5.905 0.128 0.0 0.0 0.0
H -1.203 -4.596 1.763 0.0 0.0 0.0
H -1.206 -5.815 -1.032 0.0 0.0 0.0
H 0.141 -4.892 -0.352 0.0 0.0 0.0
H -0.372 -6.401 0.417 0.0 0.0 0.0
H -4.370 -3.732 0.035 -0.1 0.0 0.0
H -3.855 -1.614 2.187 0.0 0.0 0.0
H -5.415 -2.397 1.891 0.0 0.0 0.0
H -4.048 -3.334 2.519 0.0 0.0 0.0
H -3.801 -0.741 -0.265 0.0 0.0 0.0
H -4.281 -1.867 -1.558 0.0 0.0 0.0
H -5.425 -1.415 -0.276 0.0 0.0 0.0
H -3.182 -4.686 -1.788 0.0 0.0 0.0
H -3.075 -4.753 -4.247 0.0 0.0 0.0
H -1.719 -3.003 -5.422 0.0 0.0 0.0
H -0.513 -1.324 -4.160 0.0 0.0 0.0
H 1.617 -2.033 -2.904 0.0 0.0 0.0
H 3.422 -0.737 -3.983 0.0 0.0 0.0
H 3.457 1.745 -3.785 0.0 0.0 0.0
H 1.714 2.878 -2.487 0.0 0.0 0.0
H -2.530 0.434 -1.542 0.0 0.0 0.0
H -1.701 2.468 -3.658 0.0 0.0 0.0
H -1.610 0.712 -3.729 0.0 0.0 0.0
H -3.186 1.508 -3.752 0.0 0.0 0.0
H -3.297 3.381 -1.626 0.0 0.0 0.0
H -4.341 1.963 -1.484 0.0 0.0 0.0
H -3.315 2.430 -0.135 0.0 0.0 -0.1
H -1.348 3.745 -0.063 0.0 0.0 0.0
H 1.671 3.784 -0.473 0.0 0.0 0.0
H 0.691 4.860 0.532 0.0 0.0 0.0
H 0.858 3.155 0.972 0.0 0.1 -0.1
H 0.165 4.173 -2.694 0.0 0.0 0.0
H -1.563 4.334 -2.430 0.0 0.0 0.0
H -0.448 5.456 -1.652 0.0 0.0 0.0
Br -1.363 -2.346 3.831 0.1 0.1 0.0
C 0.211 -1.654 2.915 0.2 -0.2 0.1
Br 1.826 -2.899 0.139 0.2 -0.4 -0.2
H 0.915 -2.473 2.823 0.0 0.0 0.0
H 0.596 -0.834 3.507 -0.1 0.0 0.1
Br -2.141 5.361 4.465 0.0 0.0 0.0
C -2.223 3.706 3.538 0.0 -0.1 -0.1
C -3.429 3.179 3.127 0.1 -0.1 0.0
Br -5.054 4.098 3.476 0.0 0.0 0.0
C -3.443 1.950 2.425 0.1 0.1 0.0
Br -5.087 1.165 1.885 -0.1 0.0 0.0
C -2.289 1.231 2.091 0.0 0.0 -0.1
O -2.309 0.118 1.434 0.0 0.1 0.1
C -1.008 1.791 2.531 -0.1 0.2 0.1
O 0.074 1.173 2.273 0.1 -0.1 -0.1
C -1.039 3.001 3.247 -0.1 0.0 -0.1
Br 0.656 3.612 3.866 0.0 0.0 0.0
O 2.203 0.459 0.501 0.2 0.1 0.4
S 2.857 1.049 1.714 -0.4 -0.1 -0.3
C 3.904 2.367 1.076 0.1 -0.2 0.1
C 4.235 3.433 1.894 0.0 0.1 0.0
C 5.069 4.430 1.400 0.0 0.0 0.0
C 5.551 4.350 0.100 0.0 -0.1 0.0
C 5.192 3.278 -0.713 0.0 0.0 0.0
C 4.363 2.278 -0.228 0.0 0.1 -0.1
C 4.200 -0.081 2.122 0.1 0.2 -0.1
C 4.469 -1.127 1.260 0.1 0.0 0.0
C 5.510 -1.995 1.575 0.0 0.0 0.1
C 6.263 -1.803 2.727 -0.1 0.1 -0.1
C 5.968 -0.750 3.587 0.0 0.0 0.0
C 4.924 0.113 3.289 0.0 0.0 0.1
H 3.818 3.498 2.893 0.0 0.0 0.0
H 5.327 5.276 2.025 0.0 0.0 0.0
H 6.197 5.129 -0.285 0.0 0.0 0.0
H 5.562 3.219 -1.731 0.0 0.0 0.0
H 4.044 1.446 -0.848 0.0 0.0 0.0
H 3.839 -1.279 0.389 0.1 0.0 0.1
H 5.714 -2.833 0.920 0.0 0.0 0.0
H 7.072 -2.483 2.965 0.0 0.0 0.0
H 6.541 -0.609 4.495 0.0 0.0 0.0
H 4.673 0.930 3.959 0.0 0.0 0.0
```
Positions in Å, forces in eV/Å.

F_max (Eh/bohr): 0.0164
Charge: -2
Kohn-Sham gap (Eh): 0.205
Relative energy (zero: lowest compared OMol25 entry of this formula, charge and spin) (kcal per mole): 0.0

***

This record from the OMol25 dataset describes a structure of composition C43H48N9O2OsP2. The level of theory is wB97M-V/def2-TZVPD.

```
105
Properties=species:S:1:pos:R:3:forces:R:3
Os 1.024 0.556 0.369 0.2 0.1 -0.3
N 0.428 -0.980 1.740 0.0 0.0 0.0
C 1.068 -0.809 3.072 0.0 0.0 0.0
C 1.112 0.666 3.404 0.1 0.0 0.0
N 1.775 1.388 2.283 -0.1 0.0 0.1
H -0.578 -0.851 1.843 0.0 -0.1 0.0
H 0.542 -1.941 1.423 0.1 0.0 0.0
H 2.078 -1.209 3.013 0.0 0.0 0.0
H 0.531 -1.365 3.842 0.0 0.0 0.0
H 1.638 0.823 4.347 0.0 0.0 0.0
H 0.105 1.072 3.505 0.0 0.0 0.0
H 2.777 1.221 2.329 0.0 -0.1 0.0
H 1.668 2.388 2.431 0.0 0.0 -0.1
C 2.605 -2.557 -2.304 0.0 0.0 0.0
N 2.032 -1.636 -1.316 0.0 -0.1 -0.1
P 0.513 -0.866 -1.372 -0.1 0.0 0.3
C -0.705 -2.157 -0.959 0.0 0.0 -0.1
C -2.061 -1.885 -1.160 0.0 0.0 0.0
C -3.018 -2.847 -0.878 0.0 0.0 0.0
C -2.637 -4.086 -0.372 0.0 0.0 0.0
C -1.295 -4.359 -0.158 0.0 0.0 0.0
C -0.332 -3.400 -0.457 0.0 0.0 0.0
C 0.101 -0.516 -3.093 0.0 0.1 0.0
C -0.230 -1.551 -3.972 0.0 0.0 0.0
C -0.492 -1.276 -5.304 0.0 0.0 0.0
C -0.439 0.033 -5.768 0.0 0.0 0.0
C -0.125 1.068 -4.898 0.0 0.0 0.0
C 0.145 0.796 -3.564 0.0 0.0 0.0
P 2.880 -0.561 -0.315 0.1 0.1 0.0
C 4.204 0.082 -1.368 0.0 0.0 -0.1
C 5.554 0.069 -1.017 0.0 0.0 0.0
C 6.515 0.504 -1.919 0.0 0.0 0.0
C 6.143 0.933 -3.183 0.0 0.0 0.0
C 4.803 0.920 -3.552 0.0 0.0 0.0
C 3.841 0.500 -2.651 0.0 0.0 0.0
C 3.702 -1.503 0.989 -0.1 0.0 0.1
C 4.446 -0.816 1.955 0.0 0.0 0.0
C 4.956 -1.485 3.057 0.0 0.0 0.0
C 4.724 -2.848 3.209 0.0 0.0 0.0
C 3.993 -3.538 2.253 0.0 0.0 0.0
C 3.480 -2.867 1.148 0.0 0.0 0.0
H 1.865 -3.310 -2.576 0.0 0.0 0.0
H 3.466 -3.066 -1.872 0.0 0.0 0.0
H 2.926 -2.035 -3.206 0.0 0.0 0.0
H -2.360 -0.940 -1.607 0.0 0.0 0.0
H -4.064 -2.654 -1.088 0.0 0.0 0.0
H -3.382 -4.844 -0.172 0.0 0.0 0.0
H -0.991 -5.330 0.212 0.0 0.0 0.0
H 0.718 -3.636 -0.331 0.0 0.0 0.0
H -0.289 -2.574 -3.618 0.0 0.0 0.0
H -0.740 -2.081 -5.982 0.0 0.0 0.0
H -0.646 0.245 -6.808 0.0 0.0 0.0
H -0.090 2.087 -5.263 0.0 0.0 0.0
H 0.399 1.599 -2.885 0.0 0.0 0.0
H 5.876 -0.301 -0.055 0.0 0.0 0.0
H 7.559 0.488 -1.637 0.0 0.0 0.0
H 6.896 1.258 -3.888 0.0 0.0 0.0
H 4.514 1.223 -4.551 0.0 0.0 0.0
H 2.802 0.482 -2.956 0.0 0.0 0.0
H 4.654 0.244 1.836 0.0 0.0 0.0
H 5.545 -0.951 3.790 0.0 0.0 0.0
H 5.128 -3.372 4.064 0.0 0.0 0.0
H 3.833 -4.603 2.360 0.0 0.0 0.0
H 2.921 -3.415 0.399 0.0 0.0 0.0
N 2.908 4.752 -2.547 0.0 0.0 0.0
N 2.131 4.054 -1.650 0.1 0.0 0.0
N 1.449 4.656 -0.708 0.0 0.0 0.0
C 1.004 3.623 -0.012 -0.1 0.0 0.0
N 1.417 2.458 -0.535 -0.1 -0.1 0.0
N 2.146 2.761 -1.597 0.1 0.0 0.0
H 2.536 5.692 -2.624 0.0 0.0 0.0
H 2.906 4.272 -3.440 0.0 0.0 0.0
H 0.370 3.728 0.850 0.0 -0.1 0.0
C -3.217 -2.138 2.657 0.0 0.0 0.0
C -3.825 -0.898 3.229 -0.2 0.0 0.0
C -4.270 -0.821 4.488 0.0 0.0 0.0
C -4.860 0.388 5.007 0.0 0.0 -0.1
C -5.000 1.523 4.271 0.1 -0.1 0.0
C -4.559 1.529 2.933 -0.1 -0.1 -0.2
N -4.683 2.615 2.201 0.0 0.0 0.1
C -4.344 2.807 0.835 0.0 0.1 -0.1
C -5.179 3.619 0.081 0.0 0.0 0.1
C -4.896 3.847 -1.256 0.0 0.0 0.0
C -3.767 3.283 -1.836 0.0 0.0 0.0
C -2.914 2.504 -1.073 0.0 0.0 -0.1
C -3.196 2.251 0.270 0.0 0.0 0.0
C -2.216 1.427 1.002 0.0 -0.2 -0.1
O -2.603 0.551 1.949 0.5 0.5 -0.3
O -1.035 1.469 0.731 0.1 0.1 0.1
C -3.979 0.278 2.276 -0.3 -0.2 0.3
C -4.839 -0.168 1.068 -0.1 0.0 0.1
H -3.924 -2.659 2.008 0.0 0.0 0.0
H -2.932 -2.824 3.452 0.0 0.0 0.0
H -2.344 -1.917 2.040 0.0 0.0 0.0
H -4.195 -1.679 5.143 0.0 0.0 0.0
H -5.193 0.391 6.038 0.0 0.0 0.0
H -5.435 2.419 4.697 0.0 0.0 0.0
H -5.133 3.412 2.640 0.0 0.0 0.0
H -6.058 4.060 0.537 0.0 0.0 0.0
H -5.562 4.465 -1.843 0.0 0.0 0.0
H -3.547 3.459 -2.880 0.0 0.0 0.0
H -2.022 2.073 -1.510 0.0 0.0 0.0
H -5.534 0.596 0.733 0.0 0.0 0.0
H -5.425 -1.045 1.337 0.0 0.0 0.0
H -4.190 -0.441 0.237 0.0 0.0 0.0
```
Positions in Å, forces in eV/Å.

F_max (Eh/bohr): 0.0146
Charge: +3
Kohn-Sham gap (Eh): 0.219